{
  "formula": "C51H89ClI2NO18",
  "method": "ωB97M-V with the def2-TZVPD basis set",
  "species": ["C", "C", "C", "C", "C", "C", "C", "C", "C", "C", "N", "Cl", "C", "C", "C", "I", "C", "C", "I", "C", "C", "C", "C", "C", "C", "C", "C", "C", "C", "C", "C", "H", "H", "H", "H", "H", "H", "H", "H", "H", "H", "H", "H", "H", "H", "H", "H", "H", "H", "H", "H", "H", "H", "H", "H", "H", "H", "H", "H", "H", "H", "H", "H", "H", "H", "H", "H", "H", "H", "H", "H", "H", "H", "H", "H", "H", "H", "H", "H", "H", "H", "H", "H", "H", "C", "C", "C", "O", "C", "O", "O", "H", "H", "H", "H", "H", "H", "C", "C", "C", "O", "C", "O", "O", "H", "H", "H", "H", "H", "H", "C", "C", "C", "O", "C", "O", "O", "H", "H", "H", "H", "H", "H", "C", "C", "C", "O", "C", "O", "O", "H", "H", "H", "H", "H", "H", "C", "C", "C", "O", "C", "O", "O", "H", "H", "H", "H", "H", "H", "C", "C", "C", "O", "C", "O", "O", "H", "H", "H", "H", "H", "H"],
  "positions_angstrom": [[-1.615709, -4.028467, 5.780604], [-2.300142, -3.470252, 4.523439], [-2.671202, -4.517381, 3.460967], [-1.537085, -5.428896, 2.978616], [-0.256985, -4.696069, 2.611865], [-0.436650, -3.621142, 1.545140], [0.880008, -3.180713, 0.900598], [0.876600, -1.752319, 0.327540], [1.056044, -1.761546, -1.199919], [1.260965, -0.454161, -1.910701], [2.361535, 0.427737, -1.382248], [3.762005, -0.607201, -1.106431], [2.768639, 1.494700, -2.414432], [2.174253, 2.868345, -1.964712], [3.366760, 3.843393, -1.751447], [4.176350, 4.060356, -3.777388], [3.110905, 5.208503, -1.120005], [3.924994, 6.404464, -1.603629], [3.482949, 5.002766, 0.991503], [1.226606, 2.379020, -0.842711], [0.382202, 3.349143, -0.000106], [-0.018652, 2.898925, 1.410982], [-1.216582, 1.938784, 1.425054], [-1.479743, 1.368633, 2.818757], [-2.713223, 0.451846, 2.887338], [-3.437068, 0.408450, 4.230233], [-2.777962, -0.443767, 5.318750], [-1.672438, 0.240080, 6.115444], [-1.201139, -0.596369, 7.306393], [1.916318, 1.217418, -0.153912], [3.038567, 1.450282, 0.841171], [-2.347958, -4.352720, 6.524268], [-0.960420, -3.280859, 6.247451], [-0.989477, -4.895288, 5.547683], [-3.228210, -2.980972, 4.843935], [-1.677150, -2.685225, 4.077006], [-3.090832, -3.999683, 2.586903], [-3.483980, -5.141198, 3.856211], [-1.869607, -5.986898, 2.095266], [-1.314756, -6.161092, 3.762850], [0.202970, -4.240422, 3.501132], [0.471809, -5.424232, 2.228335], [-1.095379, -4.015106, 0.757147], [-0.940359, -2.745965, 1.977769], [1.695876, -3.302746, 1.622132], [1.083852, -3.857948, 0.064465], [1.658830, -1.155706, 0.813541], [-0.090343, -1.286024, 0.561592], [1.823604, -2.487135, -1.493173], [0.118834, -2.137746, -1.636936], [0.357520, 0.166354, -1.895240], [1.499809, -0.638831, -2.961557], [3.859478, 1.515882, -2.454394], [2.396051, 1.172289, -3.385109], [1.589076, 3.222678, -2.817059], [4.183204, 3.342044, -1.228166], [2.049193, 5.453321, -1.225627], [4.991165, 6.170056, -1.673970], [3.545796, 6.758699, -2.566168], [3.825943, 7.227794, -0.892485], [0.462176, 1.873667, -1.448376], [-0.549117, 3.476833, -0.568930], [0.827040, 4.333854, 0.056402], [-0.276539, 3.799417, 1.981440], [0.799963, 2.426914, 1.956944], [-2.103758, 2.492295, 1.088595], [-1.029318, 1.123849, 0.710460], [-0.589630, 0.807843, 3.132549], [-1.597523, 2.217461, 3.508482], [-2.359243, -0.568415, 2.679393], [-3.433156, 0.734995, 2.110347], [-4.465846, 0.068471, 4.077751], [-3.505727, 1.447208, 4.591937], [-2.403190, -1.385679, 4.890361], [-3.552274, -0.729793, 6.044150], [-0.804253, 0.458989, 5.479603], [-2.038684, 1.210516, 6.478403], [-0.572348, -1.440405, 6.986479], [-2.050413, -1.010324, 7.860008], [-0.608708, 0.007095, 8.001246], [1.117640, 0.647524, 0.337971], [3.292599, 0.513678, 1.345388], [3.954745, 1.838509, 0.386572], [2.707463, 2.161797, 1.596330], [4.127451, -5.603535, -4.443436], [3.106737, -5.334504, -3.375993], [3.613398, -5.270949, -1.948851], [2.471292, -5.694372, -1.201057], [1.730145, -6.514871, -1.997150], [0.829931, -7.187523, -1.612024], [2.163740, -6.422653, -3.271617], [3.636680, -5.692836, -5.411228], [4.847131, -4.785906, -4.492433], [4.652948, -6.539269, -4.246431], [2.537384, -4.429575, -3.612632], [3.912185, -4.274088, -1.629576], [4.430301, -5.974543, -1.772451], [-3.953710, -1.212231, -3.641312], [-2.648253, -0.964948, -2.943369], [-2.708511, -0.135822, -1.673921], [-1.412544, 0.501002, -1.673006], [-1.002879, 0.599319, -2.952367], [-0.042579, 1.238781, -3.287110], [-1.770314, -0.133868, -3.758625], [-3.797221, -1.742705, -4.579412], [-4.605605, -1.819164, -3.013233], [-4.459114, -0.273720, -3.867590], [-2.114558, -1.900751, -2.758173], [-2.838118, -0.708869, -0.760371], [-3.469721, 0.643788, -1.736213], [-7.827143, 4.010784, 6.550473], [-7.660166, 2.658896, 5.912025], [-6.387548, 2.446501, 5.115045], [-6.793205, 1.486198, 4.137325], [-8.127604, 1.644453, 3.928567], [-8.733885, 1.150980, 3.033640], [-8.649453, 2.445080, 4.884554], [-8.802485, 4.092994, 7.027303], [-7.057582, 4.160324, 7.308390], [-7.747611, 4.798785, 5.800639], [-7.780628, 1.861419, 6.650482], [-5.556170, 2.057982, 5.697046], [-6.081405, 3.360846, 4.599225], [7.353301, 5.745765, 4.499078], [6.101974, 5.242498, 5.163852], [6.188124, 3.870907, 5.808384], [4.838499, 3.394374, 5.692659], [4.276171, 3.997432, 4.628869], [3.232774, 3.687163, 4.136283], [5.054894, 5.008225, 4.192002], [7.168234, 6.694359, 3.997526], [8.132890, 5.896257, 5.245879], [7.706133, 5.029246, 3.756206], [5.716276, 5.973464, 5.878799], [6.486360, 3.878589, 6.852346], [6.839494, 3.203367, 5.239656], [-3.015174, 0.472918, -9.007003], [-4.334100, 0.415735, -8.285533], [-4.292942, 0.697180, -6.795018], [-5.402642, -0.068576, -6.311035], [-5.588600, -1.113557, -7.162836], [-6.281839, -2.051240, -6.934036], [-4.862395, -0.925895, -8.284733], [-3.133555, 0.176500, -10.047896], [-2.621381, 1.489321, -8.978908], [-2.296082, -0.201562, -8.540497], [-5.074382, 1.056751, -8.771550], [-4.425423, 1.742938, -6.530412], [-3.373538, 0.313106, -6.342986], [4.970347, -0.616283, -8.316863], [3.879178, -1.236915, -7.488046], [4.269643, -1.675380, -6.088556], [3.372481, -2.767396, -5.846875], [3.050444, -3.311120, -7.056696], [2.496571, -4.352822, -7.193613], [3.455847, -2.495169, -8.048305], [4.616491, -0.412448, -9.326000], [5.290602, 0.323541, -7.865468], [5.826157, -1.288509, -8.385999], [2.999437, -0.587715, -7.449093], [4.135475, -0.909079, -5.327651], [5.295392, -2.051581, -6.059129]],
  "forces_ev_per_a": [[0.224, -0.064, -0.084], [-0.157, -0.567, -0.008], [-0.163, 0.003, -0.065], [-0.047, 0.033, 0.252], [0.478, -0.001, -0.134], [-0.263, 0.160, -0.112], [0.050, -0.171, -0.195], [-0.051, -0.057, -0.028], [-0.200, -0.438, 0.254], [0.018, -0.179, 0.106], [0.449, -0.159, -0.256], [-0.006, 0.144, -0.018], [0.169, 0.349, -0.168], [0.484, -0.697, -0.104], [-0.015, -0.189, -0.182], [0.101, 0.021, -0.063], [-0.376, 0.189, -0.086], [0.082, 0.139, 0.136], [-0.092, 0.127, 0.203], [-0.358, 0.206, -0.335], [-0.170, 0.121, -0.008], [-0.288, -0.060, 0.014], [0.196, 0.115, 0.102], [-0.100, 0.128, -0.057], [0.371, -0.312, -0.029], [0.055, 0.390, 0.232], [0.035, -0.051, 0.104], [0.211, 0.150, 0.045], [0.180, -0.072, -0.005], [-0.430, 0.055, 0.947], [0.143, -0.141, -0.112], [0.060, 0.026, -0.066], [-0.290, -0.235, -0.082], [-0.034, 0.121, 0.023], [0.178, -0.168, -0.255], [0.036, -0.397, -0.073], [-0.010, 0.029, 0.184], [0.123, 0.045, -0.096], [-0.067, -0.023, 0.182], [0.018, -0.019, -0.191], [-0.068, -0.066, -0.117], [-0.107, 0.046, 0.126], [-0.022, 0.132, 0.121], [-0.005, -0.117, -0.032], [-0.073, 0.066, -0.102], [0.184, -0.156, 0.286], [-0.156, -0.229, -0.084], [0.177, 0.170, 0.029], [-0.054, 0.137, 0.126], [0.154, -0.135, 0.030], [2.158, -1.102, 1.134], [0.060, -0.004, 0.165], [-0.229, -0.079, 0.126], [-0.017, -0.017, 0.170], [-0.142, 0.196, 0.328], [-0.056, 0.087, -0.141], [0.149, -0.048, 0.138], [-0.164, 0.010, -0.085], [0.190, -0.143, 0.019], [-0.072, -0.103, -0.084], [0.480, 0.363, 0.373], [0.095, 0.183, 0.110], [0.224, 0.051, 0.063], [0.032, -0.179, -0.006], [0.077, 0.151, -0.046], [0.055, -0.199, -0.108], [-0.183, 0.062, 0.074], [-0.080, 0.169, 0.132], [0.048, -0.190, -0.020], [-0.265, 0.033, -0.293], [0.112, -0.006, 0.015], [0.124, -0.029, -0.068], [-0.144, -0.140, 0.016], [-0.233, 1.026, 0.341], [0.034, -0.036, -0.095], [-0.152, 0.042, 0.023], [0.028, -0.109, -0.053], [-0.204, 0.288, 0.091], [0.075, 0.058, -0.037], [-0.053, -0.097, -0.086], [0.424, -0.011, -0.211], [-0.039, 0.097, -0.017], [-0.182, 0.036, 0.041], [0.092, -0.063, -0.107], [-0.026, -0.338, -0.112], [-0.046, 0.048, 0.084], [0.057, 0.009, -0.019], [0.040, -0.002, 0.172], [-0.102, 0.053, -0.038], [0.164, 0.155, -0.090], [-0.074, -0.051, -0.075], [0.010, 0.083, -0.001], [-0.003, 0.004, 0.027], [0.043, 0.052, 0.081], [-0.029, -0.017, -0.039], [-0.068, 0.003, 0.043], [0.040, 0.016, -0.035], [-0.006, 0.149, -0.129], [-0.107, -0.079, 0.176], [-0.247, -0.063, -0.038], [-0.523, 0.275, -0.051], [-1.157, 0.480, -1.110], [-1.178, 0.492, -1.087], [0.234, 0.036, -0.042], [0.003, -0.061, 0.046], [0.014, -0.012, 0.008], [-0.030, -0.009, 0.050], [0.030, -0.006, -0.052], [0.131, -0.011, 0.015], [-0.007, -0.007, 0.028], [-0.082, 0.066, -0.134], [0.041, -0.058, -0.057], [0.043, 0.087, 0.098], [0.061, 0.002, -0.088], [-0.084, -0.039, -0.047], [0.129, 0.089, 0.181], [-0.125, -0.037, -0.004], [0.019, -0.029, 0.025], [0.001, 0.002, 0.004], [0.034, -0.002, 0.013], [-0.010, -0.011, 0.004], [-0.036, -0.106, -0.031], [0.015, 0.037, 0.043], [-0.041, -0.066, -0.156], [-0.018, -0.046, 0.084], [0.043, 0.036, -0.042], [0.026, -0.114, -0.002], [-0.150, 0.052, -0.031], [0.207, -0.006, -0.016], [-0.032, 0.070, -0.054], [-0.004, 0.012, 0.043], [0.007, 0.003, 0.003], [0.021, -0.011, 0.032], [-0.009, 0.014, -0.003], [-0.100, 0.015, 0.025], [0.042, 0.001, 0.020], [0.030, -0.149, 0.013], [-0.026, 0.024, 0.056], [-0.034, 0.020, -0.046], [0.126, 0.063, 0.086], [-0.156, -0.186, 0.025], [0.192, 0.230, -0.042], [-0.028, -0.036, -0.104], [-0.019, 0.035, 0.002], [0.000, 0.010, -0.005], [0.007, 0.021, 0.019], [-0.005, 0.003, -0.005], [-0.092, -0.010, -0.011], [0.040, 0.023, -0.002], [0.046, -0.134, -0.066], [-0.010, 0.003, 0.086], [0.016, 0.012, -0.004], [0.075, 0.080, 0.052], [-0.081, -0.096, 0.014], [0.079, 0.213, 0.037], [-0.067, -0.031, -0.124], [-0.021, 0.028, 0.021], [0.000, 0.000, -0.003], [0.007, 0.020, 0.029], [-0.006, 0.005, -0.008], [-0.079, -0.048, -0.001], [0.028, 0.040, 0.000]],
  "mulliken_charge": [-1.33, 0.49, -0.84, -1.10, -0.66, 0.88, -0.87, 1.77, -0.87, -0.30, 0.34, -0.04, -0.82, -0.20, -1.22, 0.11, 0.14, -1.84, 0.17, 1.08, -0.44, -1.23, 0.48, -0.67, -0.10, -0.93, 0.81, -0.13, -1.33, 1.06, -1.63, 0.31, 0.08, 0.43, 0.79, -0.45, 0.22, 0.45, 0.46, 0.36, 0.34, 0.52, 0.29, -0.99, 0.39, -0.04, -0.55, -0.62, 0.00, 0.34, -0.97, 0.70, 0.87, 0.21, 1.03, 0.66, 0.38, 0.44, 0.44, 0.50, -0.26, 0.43, 0.26, 0.71, 0.01, 0.55, -0.82, 0.21, 0.37, -0.47, 0.62, 0.41, 0.24, -1.53, 0.70, 0.08, 0.40, 0.21, 0.34, 0.41, -0.38, 0.45, 0.22, 0.06, -1.49, 0.97, -0.35, -0.35, 0.58, -0.54, -0.37, 0.27, 0.27, 0.43, 0.03, 0.21, 0.35, -1.88, 0.82, -0.61, 0.09, 0.62, -0.43, -0.33, 0.38, 0.43, 0.40, 0.16, 0.42, 0.26, -1.43, 0.49, -0.40, -0.22, 0.55, -0.54, -0.36, 0.36, 0.38, 0.36, 0.29, 0.27, 0.26, -1.43, 0.48, -0.49, -0.32, 0.59, -0.51, -0.24, 0.35, 0.39, 0.34, 0.26, 0.30, 0.29, -1.42, 0.43, -0.20, -0.32, 0.67, -0.53, -0.36, 0.37, 0.37, 0.33, 0.26, 0.34, 0.09, -1.46, 0.52, -0.44, -0.10, 0.59, -0.53, -0.36, 0.36, 0.38, 0.36, 0.26, 0.19, 0.26],
  "lumo_energy_ev": -3.162,
  "charge": 1,
  "fmax_ha_per_bohr": 0.0520,
  "multiplicity": 1,
  "energy_ev": -121394.209,
  "orbital_gap_ev": 8.413
}